(1)
Density functional theory data (wB97M-V/def2-TZVPD) for the molecule C2HN2PS2 in a non-equilibrium geometry.

Structure (XYZ):
```
8
Properties=species:S:1:pos:R:3
C 0.2376 -0.3090 1.4124
C -0.2127 0.1287 -0.7623
N -0.4904 1.3392 -0.5416
N -0.3661 2.0320 0.4431
P -0.3424 -0.8068 -2.2233
S 0.2916 -2.6442 -2.0744
S 0.0604 1.1841 1.8228
H 0.8220 -0.9240 1.9233
```

Summary:
- strongest force on any atom (eV/A) = 6.06
- HOMO level (eV) = -8.93
- gap between HOMO and LUMO (Eh) = 0.25846

=====

(2)
Density functional theory data (wB97M-V/def2-TZVPD) for C47H36CrN10O8S2Te as an isolated structure in a non-equilibrium geometry.

Structure (XYZ):
```
105
Properties=species:S:1:pos:R:3
Cr 0.2924 0.9818 0.5678
S -1.6462 0.4789 4.8214
C 0.0420 0.5827 5.2072
C 0.6156 0.6522 6.4684
C 1.9942 0.7047 6.5502
C 2.7700 0.6444 5.3931
C 2.1963 0.5836 4.1381
C 0.8044 0.5791 4.0245
N 0.0439 0.5497 2.8649
C -1.2274 0.4588 3.1202
C -2.2188 0.4295 2.0749
C -3.5717 0.2109 2.3724
C -4.5076 0.2378 1.3645
C -4.0843 0.4481 0.0539
C -2.7443 0.6447 -0.2303
C -1.7624 0.6667 0.7655
H -0.0054 0.6664 7.3546
H 2.4678 0.7532 7.5224
H 3.8492 0.6456 5.4813
H 2.8034 0.4914 3.2549
H -3.8613 0.0261 3.4016
H -5.5573 0.1039 1.5931
H -4.8181 0.4801 -0.7431
H -2.4519 0.8074 -1.2625
N 2.4132 -0.8778 -1.4519
C 3.1028 -0.0471 -0.6603
N 4.4312 -0.1522 -0.6878
C 5.0814 0.7079 0.0835
N 6.4270 0.6106 0.1319
N 4.5155 1.6541 0.8398
C 3.1912 1.6791 0.8004
N 2.4285 0.8522 0.0858
C 2.4950 2.6223 1.6793
C 3.2050 3.4384 2.5617
C 2.5241 4.1923 3.4862
C 1.1331 4.1159 3.4975
C 0.5064 3.3287 2.5613
N 1.1551 2.5759 1.6616
H 2.9239 -1.6231 -1.8905
H 1.4132 -0.9589 -1.3170
H 6.8902 -0.0631 -0.4471
H 6.9369 1.3032 0.6461
H 4.2832 3.4030 2.5117
H 3.0501 4.8248 4.1879
H 0.5469 4.6650 4.2204
H -0.5762 3.2858 2.5137
C -5.1912 -2.8220 -2.6038
C -4.3399 -3.6034 -1.6373
C -4.8435 -4.7645 -1.0568
C -4.0774 -5.5095 -0.1768
C -2.8010 -5.0941 0.1607
C -2.2776 -3.9380 -0.4162
N -1.0177 -3.4375 -0.0856
C 0.1009 -4.1025 0.3496
C 0.2867 -5.4811 0.1538
C 1.4116 -6.1193 0.6344
C 2.3966 -5.4094 1.3133
C 2.2571 -4.0418 1.4547
C 1.1366 -3.3692 0.9724
C 1.1300 -1.8729 1.1067
O 2.0355 -1.3412 1.7558
O 0.1989 -1.2117 0.4898
C -3.0423 -3.1940 -1.3314
C -2.3866 -2.0137 -1.9889
H -6.1898 -3.2516 -2.6684
H -4.7482 -2.8339 -3.6017
H -5.2788 -1.7807 -2.2902
H -5.8453 -5.0967 -1.3032
H -4.4784 -6.4176 0.2567
H -2.2158 -5.6545 0.8761
H -0.9243 -2.4240 -0.0352
H -0.4484 -6.0356 -0.4123
H 1.5259 -7.1846 0.4728
H 3.2710 -5.9191 1.6965
H 3.0181 -3.4500 1.9441
H -1.4398 -2.3412 -2.4209
H -2.1889 -1.2069 -1.2774
H -2.9910 -1.6189 -2.8007
O 1.6050 2.1842 -2.1354
C 0.7855 1.3082 -2.3759
O 0.0504 0.6872 -1.5045
C 0.5521 0.9444 -3.8220
C 0.9877 1.8343 -4.7936
C 0.7605 1.5470 -6.1340
C 0.1159 0.3859 -6.5186
C -0.2843 -0.5067 -5.5423
C -0.0748 -0.2366 -4.1890
N -0.9368 -1.7306 -5.9569
O -1.1074 -2.5960 -5.1221
O -1.2768 -1.8381 -7.1202
N 1.2020 2.4654 -7.1656
O 1.7444 3.4954 -6.8205
O 1.0105 2.1569 -8.3286
H 1.5047 2.7375 -4.5034
H -0.0805 0.1810 -7.5588
H -0.4106 -0.9334 -3.4360
Te -0.8938 3.2561 -0.5013
C -0.5484 5.2245 0.2069
C -1.5018 6.2001 0.3215
C -0.9862 7.4663 0.7048
C 0.3610 7.4477 0.8851
S 1.0093 5.8859 0.5719
H -2.5468 5.9998 0.1327
H -1.5955 8.3502 0.8320
H 1.0117 8.2591 1.1699
```

Summary:
- strongest force on any atom (eV/A) = 3.17
- HOMO level (spin up / spin down) (eV) = -3.99 / -4.04
- total charge = -1
- spin multiplicity = 4
- gap between HOMO and LUMO (spin up / spin down) (Eh) = 0.18827 / 0.19013

=====

(3)
Density functional theory data (wB97M-V/def2-TZVPD) for the molecule C3H7NO in a non-equilibrium geometry.

Structure (XYZ):
```
12
Properties=species:S:1:pos:R:3
C -1.7682 0.3624 0.1880
N -1.5574 -0.6599 -0.5556
O -0.3824 -1.4007 -0.2373
C 0.7767 -0.7495 0.3858
C 1.1625 0.4381 -0.4925
H -2.6574 0.8791 -0.0883
H -1.2111 0.8230 1.0385
H 0.5743 -0.3609 1.3735
H 1.4655 -1.5915 0.3624
H 1.4924 0.1808 -1.5120
H 0.2603 1.0473 -0.5944
H 1.8451 1.0319 0.1317
```

Summary:
- strongest force on any atom (eV/A) = 2.45
- HOMO level (eV) = -9.71
- SMILES string = C=NOCC
- gap between HOMO and LUMO (Eh) = 0.39469

=====

(4)
Density functional theory data (wB97M-V/def2-TZVPD) for C33H40N4P2PdSe as an isolated structure in a non-equilibrium geometry.

Structure (XYZ):
```
81
Properties=species:S:1:pos:R:3
Pd 1.1661 2.0498 2.3094
C 1.0338 0.1664 -2.3714
C 1.6147 1.3174 -2.0270
C 1.3122 2.7394 -2.4049
C 0.2959 3.5381 -1.5364
C -1.0559 2.9110 -1.2894
C -1.5440 1.8486 -1.9236
C -1.0570 1.2951 -3.2240
C -0.2706 -0.0154 -3.0724
C -0.5788 1.1459 1.9519
H 1.5581 -0.7603 -2.1009
H 2.4335 1.2618 -1.2798
H 1.0762 2.8610 -3.4679
H 2.2681 3.2620 -2.2172
H 0.7581 3.7463 -0.5517
H 0.1187 4.5227 -2.0226
H -1.6358 3.3607 -0.4533
H -2.4703 1.3706 -1.5601
H -0.4466 2.0575 -3.6961
H -1.9318 1.0840 -3.8386
H -0.8654 -0.7851 -2.5544
H -0.1186 -0.4462 -4.0688
H -0.8343 1.0684 0.8694
H -1.0109 2.1163 2.3270
H -0.9650 0.2828 2.5470
P 0.1850 7.3849 -0.7968
P 3.4203 6.2450 -1.8253
N -1.2609 7.6785 -1.7673
N -0.0460 8.8966 0.1867
N 3.3472 6.2084 -3.6164
N 5.1460 6.6719 -1.8493
C 1.2657 8.1453 -2.1001
C 2.7470 7.9999 -1.7143
C -2.3992 6.8803 -1.6137
C -3.4411 7.4174 -2.3566
C -2.9450 8.6165 -2.9804
C -1.6117 8.7455 -2.6041
C -0.0823 8.8543 1.5911
C -0.1676 10.1584 2.0827
C -0.2119 11.0324 0.9419
C -0.1343 10.2370 -0.1949
C 2.9594 5.0323 -4.2872
C 2.7219 5.3367 -5.6310
C 2.9939 6.7390 -5.8032
C 3.4008 7.2303 -4.5699
C 5.9891 7.2382 -2.8150
C 7.1914 7.5892 -2.2107
C 7.0821 7.2439 -0.8202
C 5.8367 6.6830 -0.6263
H 1.0596 9.2286 -2.2026
H 1.0490 7.6950 -3.0794
H 3.3664 8.6751 -2.3334
H 2.8685 8.3040 -0.6594
H -2.3546 6.0031 -0.9826
H -4.4512 7.0198 -2.4542
H -3.4942 9.3138 -3.6145
H -0.8855 9.5077 -2.8600
H -0.0566 7.9064 2.1225
H -0.1961 10.4684 3.1238
H -0.3003 12.1172 0.9494
H -0.1328 10.5051 -1.2431
H 2.9631 4.0778 -3.7825
H 2.3979 4.6319 -6.3819
H 2.9022 7.3172 -6.7200
H 3.8115 8.1994 -4.3127
H 5.6871 7.3333 -3.8477
H 8.0448 8.0375 -2.6954
H 7.8363 7.4005 -0.0566
H 5.3571 6.2679 0.2471
Se 1.5512 -0.1457 1.4519
C 0.6011 -1.8167 1.3995
C 0.3734 -2.2580 0.0875
C -0.2331 -3.4836 -0.1537
C -0.6762 -4.2817 0.9052
C -0.5094 -3.8193 2.2231
C 0.1105 -2.5846 2.4812
H 0.5981 -1.5844 -0.7379
H -0.4186 -3.7760 -1.1827
H -1.1974 -5.2160 0.7103
H -0.9324 -4.3976 3.0533
H 0.1562 -2.1619 3.4906
```

Summary:
- strongest force on any atom (eV/A) = 3.72
- HOMO level (spin up / spin down) (eV) = -5.77 / -8.28
- spin multiplicity = 3
- gap between HOMO and LUMO (spin up / spin down) (Eh) = 0.20083 / 0.23399

=====

(5)
Density functional theory data (wB97M-V/def2-TZVPD) for C19H24Cl3GeN3RhS as an isolated structure in a non-equilibrium geometry.

Structure (XYZ):
```
52
Properties=species:S:1:pos:R:3
Rh 0.8529 -0.1452 -0.5507
C 2.5378 -0.0346 1.8956
C 1.2186 -0.0553 2.5392
C 0.5594 1.1178 1.9629
C 1.3465 1.7404 0.9798
C 2.6744 1.1169 1.0732
C 3.9027 1.3799 0.3662
C 1.0742 3.1321 0.4680
C -0.6454 1.7622 2.5499
C 0.6862 -0.9325 3.5611
C 3.5761 -0.9276 2.3963
H 4.3027 2.3932 0.1071
H 3.8652 0.8177 -0.5849
H 4.7197 0.9378 0.9461
H 1.0658 3.9825 1.1801
H -0.0978 3.1896 0.0817
H 1.6900 3.4317 -0.3624
H -1.1164 2.5107 1.9518
H -0.1835 2.2090 3.3879
H -1.3508 1.0520 2.9846
H 0.7437 -1.9875 3.3144
H -0.3298 -0.5702 3.7943
H 1.3312 -0.8707 4.4885
H 4.3878 -1.1203 1.6251
H 3.3402 -1.9422 2.6690
H 4.2088 -0.4179 3.1479
C -1.4465 1.5430 -4.9445
N -1.9645 0.7421 -3.8386
C -3.2044 0.0694 -3.9207
C -3.3730 -0.7133 -2.8710
N -2.3026 -0.3657 -2.0212
C -1.4932 0.5144 -2.6233
S -0.1017 1.3786 -1.9584
C -2.3212 -0.8712 -0.6864
C -3.5619 -1.0961 -0.1224
C -3.6233 -1.6272 1.1412
C -2.4187 -2.0812 1.6871
C -1.1861 -1.9100 0.9720
N -1.1760 -1.2183 -0.1512
H -1.1182 2.4802 -4.5611
H -2.2244 1.6377 -5.6734
H -0.5952 1.0308 -5.2396
H -3.7588 -0.0829 -4.8330
H -4.1471 -1.4016 -2.6532
H -4.4983 -0.6832 -0.4633
H -4.5731 -1.8057 1.6589
H -2.2903 -2.4810 2.6412
H -0.2740 -2.2466 1.4025
Cl 2.2032 -5.0605 -2.0953
Ge 2.1782 -3.1111 -2.6951
Cl 2.6635 -1.9999 -0.8566
Cl 0.2471 -2.4102 -3.2673
```

Summary:
- strongest force on any atom (eV/A) = 4.40
- HOMO level (spin up / spin down) (eV) = -13.45 / -14.06
- total charge = +2
- spin multiplicity = 6
- gap between HOMO and LUMO (spin up / spin down) (Eh) = 0.29233 / 0.22081